A 11-piece molecular cluster, C55H108F3N6O9S overall at a distorted geometry. Source: OMol25; level of theory: ωB97M-V/def2-TZVPD.

Values from the calculation:
Max |F|: 12.84 eV/Å
E_tot: -105061.039 eV
Charge: +5
Gap between HOMO and LUMO: 0.89 eV

```
182
Properties=species:S:1:pos:R:3:forces:R:3
C 8.11308 23.35514 4.19732 -0.7 1.1 -1.6
C 8.35166 21.97080 4.46490 -0.8 -1.8 2.0
C 7.81306 21.28911 5.72303 0.1 1.6 -1.0
C 7.59790 22.23240 6.88279 -0.7 1.7 2.5
C 7.63434 21.55898 8.27502 0.3 -1.5 -0.2
C 7.83657 22.21338 9.58441 1.0 2.1 0.4
N 3.49322 21.66314 7.31986 0.0 -2.6 -3.9
O 3.38360 21.02465 6.32874 0.3 2.5 3.9
C 7.97116 23.69040 9.92273 -1.1 -0.7 -1.1
C 7.72424 21.49160 10.83532 -1.2 -1.6 0.3
C 8.87880 21.07952 3.46481 -1.9 -1.6 -0.4
H 9.04386 23.90382 4.03151 0.3 0.1 0.4
H 7.42776 23.89448 4.85051 0.4 -0.2 0.2
H 7.72866 23.46855 3.14628 0.0 -0.3 0.6
H 8.37719 20.39108 5.99630 -0.2 0.1 -0.3
H 6.79579 21.06610 5.37017 0.0 -0.8 0.0
H 6.62361 22.79002 6.87972 0.8 -0.6 -0.6
H 8.35074 23.00008 6.97662 0.5 0.4 -0.6
H 8.40482 20.74556 8.23087 -0.2 0.4 0.2
H 6.74186 20.90341 8.32597 -0.4 0.1 0.4
H 8.20037 23.93062 10.98912 -0.2 -0.4 -1.1
H 6.96792 24.07118 9.63026 0.0 0.2 0.6
H 8.55852 24.25002 9.22352 0.8 0.3 -0.3
H 8.36333 21.81115 11.68669 -0.2 -0.2 -0.8
H 7.66086 20.38818 10.69642 0.2 0.7 0.4
H 6.68778 21.83544 11.12614 0.4 -0.5 0.2
H 7.96236 20.92745 2.74675 1.2 -0.1 1.1
H 9.23210 20.08195 3.83006 -0.4 1.0 -0.4
H 9.54693 21.55777 2.82446 1.5 0.7 -1.1
C 18.12886 9.73624 16.11763 -0.3 -0.4 1.6
C 19.08536 9.99290 17.27796 0.7 1.7 0.0
C 19.99356 11.25267 16.94805 -1.6 -1.0 -0.8
C 20.82934 11.73736 18.09209 0.9 -1.1 -0.5
C 19.98972 12.20007 19.23139 -1.5 1.2 0.4
C 18.93954 11.23181 19.80498 -0.8 -0.4 -1.9
N 18.24540 10.51299 18.50673 3.9 0.7 -0.1
O 17.10983 10.51668 18.44277 -3.6 -0.2 -0.2
C 17.78998 11.86295 20.57593 1.2 -0.7 1.4
C 19.56439 10.12991 20.58016 0.3 -0.4 1.7
C 19.79316 8.75713 17.73315 -0.6 -2.1 0.3
H 18.59869 9.22299 15.28626 0.2 0.2 0.0
H 17.63606 10.65133 15.85856 -0.2 0.5 -0.6
H 17.36456 9.08957 16.53724 -0.3 -0.4 -0.4
H 19.25918 11.94860 16.52984 0.3 0.6 0.3
H 20.55116 10.94233 16.06702 0.4 -0.1 0.1
H 21.49750 12.55876 17.76850 -0.2 -0.6 0.2
H 21.42994 10.84124 18.37876 0.1 0.9 0.0
H 19.51360 13.17446 18.95704 0.2 -0.7 0.2
H 20.57824 12.37568 20.10197 0.8 0.5 0.6
H 17.30669 12.66824 20.06570 -0.6 0.2 -0.5
H 18.33261 12.32573 21.41994 -0.3 0.0 -0.2
H 17.13098 11.09460 21.05926 0.3 0.8 -0.8
H 20.51206 9.72749 20.22483 -0.3 0.0 -0.2
H 18.84209 9.36546 20.83712 -0.1 -0.6 -0.4
H 19.74192 10.52837 21.58883 0.4 0.2 -0.3
H 20.80365 8.81650 18.07653 0.6 0.6 0.2
H 19.83616 8.05050 16.88317 -0.2 0.3 0.4
H 19.23789 8.24311 18.55798 0.3 0.2 -0.8
C 22.27398 21.29628 8.80585 0.6 -1.0 -2.2
C 21.82578 21.11319 10.19926 -1.9 0.8 1.7
C 21.14618 22.37259 10.83819 0.0 0.7 -0.9
C 20.24801 22.13710 12.06033 0.2 -0.8 -0.8
C 19.19103 21.04362 11.75977 1.0 0.2 0.2
C 19.73157 19.63416 11.39989 -0.6 1.6 -2.0
N 20.85258 19.92721 10.27162 -0.1 0.0 -0.6
O 20.99821 19.15945 9.39261 -0.6 -0.7 0.3
C 18.62393 18.74350 10.80058 2.3 1.3 -0.9
C 20.44624 18.90241 12.44295 1.8 -0.5 1.2
C 22.96657 20.73308 11.06854 1.8 -2.0 -0.4
H 22.71091 22.25804 8.68000 0.1 1.1 0.1
H 21.53673 21.14718 8.01323 -0.4 0.4 0.4
H 23.07451 20.62542 8.44119 -0.2 -0.1 0.8
H 20.60401 22.93894 10.05125 -0.1 -0.6 0.3
H 21.94919 23.08786 11.07191 0.0 -0.4 0.1
H 19.65196 23.01920 12.18656 -0.1 0.7 0.3
H 20.82941 22.00410 12.99008 -0.3 -0.3 -0.4
H 18.46623 21.45254 11.04334 0.4 -0.4 -0.4
H 18.60617 20.93395 12.64107 -0.5 -0.4 0.9
H 18.97777 17.73983 10.75181 -0.3 -0.9 0.2
H 18.40796 19.07757 9.80376 -0.3 0.2 -0.6
H 17.79260 18.94793 11.39724 -1.4 -0.4 1.0
H 20.82623 17.92842 12.10241 0.0 0.4 -0.1
H 19.77671 18.68660 13.23501 -1.0 -0.3 0.7
H 21.24490 19.45070 12.95042 0.0 0.0 -0.3
H 23.72769 21.44674 10.75492 0.2 0.3 1.0
H 23.43014 19.77979 10.69181 -0.6 0.5 0.4
H 22.74777 20.58677 12.12986 0.3 0.7 -0.2
C 9.84142 17.85858 16.68627 0.3 -0.6 0.9
C 9.27671 17.90284 18.11662 -0.5 -0.5 0.8
C 9.35126 19.26855 18.80005 1.3 1.9 -1.4
C 8.55198 19.62416 20.06035 1.4 -0.5 -0.1
C 7.16457 19.31121 19.69564 -2.4 0.4 -1.0
C 6.80222 17.86424 19.26520 2.0 0.4 0.1
N 7.87434 17.41745 18.20987 -1.8 -1.0 -3.3
O 7.49897 16.70190 17.29859 0.6 1.3 2.2
C 5.45703 17.83450 18.60578 -0.4 -1.3 1.5
C 6.92930 16.85358 20.45159 0.2 0.6 -0.1
C 9.98866 16.82186 18.93645 0.4 -1.0 0.2
H 10.10034 16.82149 16.47844 -0.2 0.0 -0.3
H 10.79859 18.38014 16.74962 -0.2 0.2 -0.2
H 9.20906 18.23075 15.89606 -0.2 0.4 0.0
H 9.02438 20.03076 17.99511 0.6 -1.0 1.1
H 10.44455 19.42319 18.94474 -0.7 0.1 -0.1
H 8.73399 20.70202 20.25455 -0.4 -0.7 -0.1
H 8.85704 19.09764 20.96987 0.2 -0.1 -0.2
H 6.84599 20.04817 18.89526 0.1 -1.0 0.7
H 6.44371 19.39483 20.49448 -0.1 0.7 0.5
H 4.79403 18.14592 19.40300 -0.3 0.7 0.1
H 5.12982 16.80067 18.54613 0.0 -0.2 -0.9
H 5.31606 18.44381 17.73293 0.1 0.0 -0.4
H 6.01368 17.00750 21.06685 0.9 -0.1 -0.1
H 7.89677 16.97384 21.02750 -1.4 0.0 -0.5
H 6.88158 15.84005 20.05937 0.0 -0.1 0.0
H 11.03451 17.14974 18.98787 -0.2 -0.4 0.1
H 9.88461 15.77622 18.52560 0.3 1.3 -0.1
H 9.56555 16.73605 19.92839 0.3 0.3 0.4
C 8.21726 7.36676 13.95463 1.4 -0.9 -1.1
C 9.27422 8.09069 14.81687 -0.4 0.9 4.8
C 9.19574 8.28381 16.37253 5.8 2.9 -11.1
C 8.38563 7.54859 17.05865 -7.9 -3.0 7.2
C 8.78584 6.23979 17.90202 -0.8 1.4 -2.1
C 8.78108 5.01753 17.14534 3.4 -5.1 0.3
N 9.85562 5.18124 14.72738 -4.3 1.2 1.3
O 10.86294 4.87235 14.46467 4.1 -1.3 -0.7
C 7.52618 4.41417 16.49762 0.5 2.1 -1.3
C 9.94470 3.88404 17.56480 -2.7 2.0 -0.5
C 10.64801 8.24536 14.09992 -3.3 -2.5 -0.9
H 7.60606 6.52012 14.28922 0.0 0.6 0.7
H 8.87554 6.83877 13.22081 -0.7 0.1 0.3
H 7.61190 7.95588 13.25066 0.1 0.5 0.8
H 11.38087 12.30029 14.59880 0.0 -0.1 0.0
H 9.60722 9.10945 16.87642 1.9 0.8 -0.1
H 7.67393 7.26995 16.29430 -1.2 -0.7 0.6
H 7.92059 8.30497 17.92246 0.4 -2.1 -2.0
H 7.90772 5.70310 18.22171 -2.3 0.7 1.3
H 9.21897 6.43681 18.86553 1.6 -0.3 -0.2
H 6.95123 5.39984 16.20780 0.0 -2.6 0.5
H 7.04730 3.63539 17.16067 0.2 1.3 -0.2
H 7.76675 3.80204 15.58192 -0.1 0.9 0.7
H 9.84176 3.59461 18.64159 0.2 0.0 -1.1
H 10.81200 4.41768 17.33325 1.8 1.2 0.7
H 10.06414 3.11520 16.81402 -1.0 -0.9 0.3
H 10.57106 7.31466 13.46002 0.8 0.7 0.7
H 11.24790 8.02942 14.89945 2.6 0.1 1.3
H 10.95700 8.93103 13.36252 0.0 1.7 -0.2
C 18.60348 12.36613 7.62041 1.3 -0.5 -1.4
C 17.94885 12.83846 8.86546 -0.3 1.0 2.4
C 16.63909 12.10830 9.24641 0.0 1.1 -1.3
C 16.91519 10.71020 9.70621 0.0 -1.5 -0.1
C 17.76105 10.62852 11.00025 -0.4 -2.2 -0.2
C 19.17897 11.14275 10.84960 -0.1 3.0 0.4
N 18.94056 12.56810 10.13448 3.8 5.2 0.8
O 19.63285 13.59281 10.47760 -3.5 -5.9 -1.4
C 20.11447 10.32762 9.98526 1.1 -1.2 0.2
C 19.79489 11.33503 12.25515 0.8 0.4 -1.5
C 17.69190 14.35740 8.84846 0.7 -0.7 -0.3
H 18.48580 11.31266 7.43363 0.0 -0.6 0.3
H 19.69344 12.58326 7.41669 -1.2 0.2 0.6
H 18.01851 12.80841 6.82062 0.1 0.3 -0.2
H 16.01021 12.13618 8.32400 0.5 -0.3 0.5
H 16.09222 12.77508 9.92813 0.3 -0.6 0.3
H 17.39149 10.11211 8.89029 0.1 0.6 0.5
H 15.97073 10.16062 9.78400 0.1 0.2 0.6
H 17.98571 9.55723 11.26890 -0.6 0.6 -0.4
H 17.22444 11.00323 11.88377 0.4 0.5 -0.5
H 20.04278 9.34150 10.46124 -0.3 -0.2 -0.4
H 21.21114 10.48176 10.08456 -0.8 0.9 0.2
H 19.94588 10.21498 8.92109 -0.6 0.1 0.0
H 19.10650 11.77025 12.94048 -0.6 0.3 0.5
H 20.76099 11.89349 12.28603 -0.7 -0.5 -0.3
H 19.96157 10.29601 12.46929 0.4 -0.5 0.8
H 17.02809 14.53393 8.01717 0.0 0.1 -0.5
H 18.60800 14.94150 8.77240 -0.1 -0.1 -0.3
H 17.15598 14.67872 9.70723 -0.3 0.1 1.1
C 14.55481 14.99131 13.95332 6.9 -1.2 -3.0
F 14.18968 15.52969 12.82410 -1.1 1.6 -0.7
F 14.55646 15.74427 14.97517 -1.0 1.8 1.8
F 13.99527 13.88544 14.09196 -2.7 -3.2 1.3
S 17.15276 14.18206 13.43299 -3.9 3.0 2.7
O 17.65665 15.61169 13.36721 0.2 -3.4 -0.3
O 17.34120 13.42557 14.72022 0.8 0.9 -2.4
O 17.08360 13.37870 12.19718 0.9 0.5 0.6
```
Positions in Å, forces in eV/Å.